Entry 1:
{
  "formula": "C23H41Br2F5N3O3S",
  "method": "ωB97M-V/def2-TZVPD",
  "e_above_lowest_kj_mol": 0.0,
  "charge": 1,
  "orbital_gap_ev": 10.01,
  "species": ["C", "C", "C", "C", "C", "C", "C", "O", "C", "C", "C", "C", "Br", "C", "C", "Br", "C", "F", "F", "C", "F", "F", "N", "C", "C", "C", "F", "C", "N", "N", "H", "H", "H", "H", "H", "H", "H", "H", "H", "H", "H", "H", "H", "H", "H", "H", "H", "H", "H", "H", "H", "H", "H", "H", "H", "H", "H", "H", "H", "H", "H", "H", "H", "C", "C", "C", "S", "O", "O", "C", "H", "H", "H", "H", "H", "H", "H", "H"],
  "positions_angstrom": [[-2.3603, 0.5941, 5.0781], [-2.9237, 0.2506, 3.6807], [-3.8747, 1.3438, 3.1983], [-3.6315, -1.1200, 3.6440], [-2.7436, -2.3085, 3.2471], [-1.6178, -2.5357, 4.2559], [-2.2340, -2.1362, 1.8040], [-0.8561, -2.5171, 1.6427], [0.0216, -1.4891, 1.3333], [0.3327, -1.4444, -0.1480], [1.6454, -0.7393, -0.5289], [1.3910, 0.7623, -0.8852], [0.5616, 0.9610, -2.6387], [0.4558, 1.5635, 0.0397], [0.2097, 2.9928, -0.4492], [1.1150, 1.6838, 1.8901], [2.2466, -1.5619, -1.7280], [1.2387, -1.9475, -2.5603], [3.1178, -0.8106, -2.4529], [2.9858, -2.8906, -1.4297], [2.2910, -3.6106, -0.5072], [4.2249, -2.6910, -0.9396], [2.6374, -0.7507, 0.5924], [4.0090, -0.2575, 0.3245], [4.4969, 0.8872, 1.2108], [4.5088, 0.5799, 2.6853], [5.4296, -0.4606, 2.9103], [2.4624, -1.6528, 1.5801], [3.4638, -2.3353, 2.1375], [1.2440, -1.7956, 2.0840], [-2.7358, 1.5574, 5.4257], [-1.2708, 0.6668, 5.0722], [-2.6243, -0.1542, 5.8252], [-2.0788, 0.2160, 2.9826], [-3.4259, 2.3348, 3.2747], [-4.7879, 1.3337, 3.7996], [-4.1792, 1.1748, 2.1618], [-4.5077, -1.0836, 2.9890], [-4.0139, -1.3209, 4.6485], [-3.3613, -3.2094, 3.2501], [-2.0217, -2.5053, 5.2680], [-0.8434, -1.7661, 4.1939], [-1.1513, -3.5108, 4.1166], [-2.3576, -1.1005, 1.4755], [-2.8057, -2.7587, 1.1154], [-0.3699, -0.5391, 1.7044], [-0.4844, -0.9380, -0.6634], [0.3153, -2.4740, -0.4920], [2.3468, 1.2782, -0.9574], [-0.4966, 1.0419, 0.1160], [-0.0094, 3.6393, 0.3972], [1.0886, 3.3958, -0.9535], [-0.6421, 3.0277, -1.1240], [3.0503, -3.4583, -2.3580], [4.0633, 0.0463, -0.7141], [4.7144, -1.0841, 0.4084], [3.9639, 1.8186, 1.0281], [5.5357, 1.0547, 0.9114], [4.8269, 1.4347, 3.2785], [3.5457, 0.2293, 3.0626], [4.4054, -1.9700, 2.1915], [3.2633, -3.2180, 2.5778], [1.1101, -2.5968, 2.6916], [-2.7293, 1.6083, -7.1626], [-1.2361, 1.2637, -7.0730], [-0.5220, 2.4833, -6.4803], [-1.7381, 3.3166, -5.4425], [-2.0175, 4.6124, -5.9997], [-1.3673, 3.2023, -4.0510], [-3.1013, 2.2158, -5.8148], [-3.3357, 0.7310, -7.3815], [-2.8983, 2.3386, -7.9561], [-1.0992, 0.3986, -6.4203], [-0.8220, 1.0079, -8.0468], [0.3346, 2.2304, -5.8597], [-0.2231, 3.1997, -7.2430], [-4.0177, 2.8011, -5.8178], [-3.1370, 1.4643, -5.0259]],
  "forces_ev_per_angstrom": [[0.14, 0.00, -0.06], [-0.04, -0.04, 0.07], [-0.12, -0.11, -0.06], [0.05, -0.03, 0.17], [0.10, -0.01, -0.02], [0.02, 0.07, 0.01], [-0.10, -0.04, -0.08], [-0.05, -0.12, -0.18], [0.06, 0.32, 0.40], [-0.20, 0.03, -0.14], [-0.20, 0.39, 0.33], [0.05, 0.04, 0.01], [-0.02, -0.10, -0.10], [-0.06, -0.03, -0.23], [0.04, 0.10, 0.22], [0.04, 0.04, 0.10], [-0.03, 0.13, -0.12], [0.21, 0.10, 0.07], [-0.13, -0.09, -0.02], [-0.11, 0.00, 0.08], [0.03, 0.00, -0.02], [-0.02, -0.08, -0.11], [0.56, -0.37, -0.43], [0.18, -0.01, 0.13], [0.13, -0.02, -0.14], [-0.10, 0.02, 0.06], [0.03, -0.07, 0.01], [-0.13, 0.53, 0.09], [0.24, 0.02, -0.01], [-0.34, -1.17, -0.37], [-0.03, -0.03, 0.01], [-0.01, -0.01, -0.01], [-0.04, 0.03, 0.00], [0.02, 0.08, 0.02], [0.01, -0.01, -0.01], [0.04, 0.07, 0.04], [0.04, 0.04, 0.01], [0.10, 0.03, -0.09], [-0.17, -0.04, -0.08], [-0.07, 0.05, 0.12], [0.00, -0.03, 0.00], [-0.03, 0.03, 0.02], [0.06, 0.03, -0.05], [0.03, -0.02, -0.01], [-0.01, 0.00, 0.03], [0.05, -0.02, -0.02], [0.02, -0.08, -0.08], [0.08, -0.02, 0.06], [-0.03, 0.01, -0.06], [0.01, 0.02, 0.14], [-0.06, -0.03, 0.01], [-0.03, -0.01, -0.03], [0.11, 0.00, -0.15], [0.01, -0.03, -0.01], [-0.02, 0.05, 0.02], [-0.10, 0.05, 0.02], [-0.15, -0.04, 0.04], [-0.02, 0.10, 0.00], [0.06, 0.00, -0.01], [-0.01, 0.09, -0.01], [-0.02, -0.14, -0.11], [0.02, 0.21, 0.30], [-0.11, 0.18, 0.17], [0.03, 0.02, -0.01], [-0.01, 0.02, 0.01], [0.03, -0.10, -0.03], [-0.01, 0.04, -0.03], [0.00, 0.02, 0.00], [0.02, -0.09, 0.06], [-0.04, -0.07, -0.04], [0.00, 0.00, -0.01], [-0.01, 0.00, 0.00], [-0.01, 0.01, 0.01], [0.00, -0.01, 0.00], [0.01, 0.04, 0.01], [-0.04, 0.03, 0.01], [0.02, 0.04, 0.02], [0.01, 0.01, 0.01]],
  "mulliken_charge": [-1.5164, 2.5938, -1.9268, -1.9170, 1.0467, -1.5610, -1.0047, -0.5181, 1.1406, -2.5640, 0.8528, -0.7344, 0.0198, 0.1032, -1.3337, -0.0611, 0.6146, -0.2912, -0.3594, -0.1305, -0.2556, -0.2602, 1.1451, -1.6700, -0.8746, -0.3376, -0.3629, -0.7284, -0.0564, 0.2113, 0.4568, 0.2797, 0.2863, -0.9854, 0.4608, 0.4162, 0.4100, 0.3662, 0.5964, 0.4790, 0.4348, 0.1164, 0.3962, 0.3630, 0.3706, -0.3699, 0.4497, 0.6130, 0.6141, 0.3409, 0.4781, 0.3003, 0.3924, 0.4143, 0.6999, 0.9778, 0.3089, 0.4903, 0.4285, 0.1856, 0.2893, 0.2669, 0.4004, -0.5870, -0.5592, -0.5958, 1.0286, -0.6755, -0.5337, -0.6674, 0.3449, 0.3084, 0.2316, 0.3325, 0.2895, 0.3670, 0.4001, 0.3248]
}

***

Entry 2:
{
  "formula": "C23H41ClIrP2",
  "method": "ωB97M-V/def2-TZVPD",
  "e_above_lowest_kj_mol": 0.0,
  "charge": 1,
  "orbital_gap_ev": [5.83, 6.13],
  "multiplicity": 5,
  "species": ["Ir", "C", "C", "C", "C", "C", "C", "H", "H", "H", "C", "H", "H", "H", "C", "H", "H", "H", "C", "H", "H", "H", "C", "H", "H", "H", "C", "C", "C", "C", "C", "C", "C", "C", "H", "H", "H", "H", "H", "H", "H", "H", "H", "H", "H", "H", "P", "C", "C", "P", "C", "C", "C", "H", "H", "H", "H", "H", "H", "H", "H", "H", "H", "H", "H", "H", "H", "Cl"],
  "positions_angstrom": [[0.0362, -0.1943, 1.6605], [-0.9495, -1.6757, 3.0646], [0.3815, -2.0299, 2.5707], [0.5873, -0.4513, 4.3042], [-0.7921, -0.7435, 4.1544], [1.3220, -1.2035, 3.3219], [-2.2060, -2.3457, 2.6609], [-2.1163, -2.8118, 1.6765], [-3.0500, -1.6452, 2.6452], [-2.4547, -3.1352, 3.3833], [-1.8942, -0.1219, 4.9166], [-2.8600, -0.3101, 4.4399], [-1.7638, 0.9665, 5.0016], [-1.9398, -0.5204, 5.9427], [1.1682, 0.5301, 5.2442], [1.3153, 0.0956, 6.2465], [0.5097, 1.4018, 5.3666], [2.1410, 0.8892, 4.8947], [2.7956, -1.2790, 3.2035], [3.2035, -1.9140, 4.0036], [3.2641, -0.2910, 3.3098], [3.1020, -1.7134, 2.2480], [0.7194, -3.1962, 1.7202], [0.8835, -4.0905, 2.3341], [1.6335, -3.0180, 1.1536], [-0.0902, -3.4220, 1.0256], [-1.6814, 1.3526, -3.7986], [-1.8028, 0.0240, -3.9325], [-1.0484, -0.8229, -4.9198], [0.4033, -0.3683, -5.2463], [1.2144, 0.0856, -4.0572], [1.3015, 1.3471, -3.6142], [0.5717, 2.5240, -4.2122], [-0.8706, 2.2362, -4.7146], [-1.6193, -0.8900, -5.8646], [0.3653, 0.4069, -6.0190], [-1.0011, -1.8545, -4.5412], [-0.8164, 1.8109, -5.7235], [-2.2874, 1.8868, -3.0562], [-2.6309, -0.4905, -3.4192], [-1.3935, 3.2016, -4.8081], [0.5121, 3.3228, -3.4595], [2.0344, 1.6009, -2.8323], [1.1603, 2.9508, -5.0445], [0.9223, -1.2312, -5.6925], [1.8321, -0.6999, -3.6047], [-1.3540, 0.3680, -0.0220], [-2.9150, 1.1986, 0.2527], [-1.5042, -1.1906, -0.9154], [1.4753, 0.9245, 0.3033], [-0.0015, 1.4192, -0.7183], [2.4577, -0.3313, -0.5408], [2.5030, 2.2645, 0.9236], [-2.8022, 1.9283, 1.0641], [-3.6743, 0.4599, 0.5471], [-3.2563, 1.7148, -0.6548], [-1.4684, -1.0125, -1.9901], [-2.4622, -1.6565, -0.6508], [-0.6848, -1.8634, -0.6337], [2.8444, 2.8914, 0.0880], [3.3819, 1.8465, 1.4371], [1.9372, 2.8792, 1.6342], [-0.2184, 2.4852, -0.5496], [0.1391, 1.2309, -1.7828], [3.4382, -0.3914, -0.0459], [2.5798, -0.0591, -1.5943], [1.9571, -1.3059, -0.4588], [-0.4840, 2.0356, 2.3743]],
  "forces_ev_per_angstrom": [[-0.47, 0.44, 1.47], [0.56, 0.09, 1.25], [-0.06, 0.03, 2.30], [1.66, -0.78, -0.87], [-0.99, -1.23, -1.02], [-0.75, -0.24, 1.23], [-0.57, -0.33, 0.19], [-0.08, 0.07, 0.09], [0.14, -0.15, -0.08], [-0.06, 0.07, -0.20], [-0.28, 0.19, 0.30], [0.10, 0.03, 0.12], [0.00, -0.24, -0.04], [-0.02, 0.09, -0.22], [0.07, 0.34, 0.33], [-0.03, 0.08, -0.24], [0.15, -0.21, -0.05], [-0.12, -0.06, 0.09], [0.59, -0.04, 0.28], [0.03, 0.12, -0.22], [-0.08, -0.22, -0.08], [0.03, 0.09, 0.10], [0.06, -0.21, -0.27], [-0.03, 0.15, -0.02], [0.02, -0.09, -0.05], [0.06, -0.07, -0.04], [-0.40, -0.29, -0.21], [-0.70, 0.64, -0.39], [0.25, -0.27, -0.15], [-0.21, -0.25, -0.19], [0.29, 0.26, 0.04], [0.54, -0.35, -0.62], [-0.20, 0.32, 0.07], [0.36, 0.21, 0.04], [0.18, 0.02, 0.30], [0.24, -0.24, 0.23], [-0.08, 0.20, 0.00], [-0.25, 0.16, 0.35], [0.06, -0.30, -0.22], [0.54, 0.31, -0.01], [0.18, -0.31, -0.01], [0.09, -0.15, -0.08], [-0.37, -0.21, -0.29], [-0.15, -0.16, 0.28], [-0.18, 0.30, 0.06], [-0.20, 0.34, 0.03], [0.29, 0.12, -0.03], [-0.71, 0.44, -0.71], [-0.25, -0.05, -0.77], [-0.23, -0.26, -0.04], [0.04, 0.71, -0.96], [0.45, 0.25, -0.73], [0.47, 0.66, -0.66], [0.10, -0.24, -0.26], [0.28, 0.12, -0.11], [-0.11, -0.06, 0.22], [0.01, -0.28, 0.13], [0.23, 0.07, -0.03], [-0.20, 0.18, -0.03], [0.10, 0.02, 0.29], [-0.32, -0.01, -0.21], [0.06, -0.26, -0.27], [0.01, -0.29, -0.13], [-0.05, 0.23, 0.01], [-0.28, -0.01, -0.19], [0.26, -0.32, 0.12], [0.15, 0.33, -0.13], [-0.23, 0.52, 0.90]],
  "lowdin_spin": [1.9643, 0.0934, 0.1433, 0.2756, 0.2893, 0.1123, 0.0048, 0.0006, 0.0003, 0.0006, 0.0417, 0.0004, 0.0085, 0.0165, 0.0388, 0.0166, 0.0055, 0.0019, 0.0045, 0.0012, 0.0004, 0.0007, 0.0491, 0.0131, 0.0038, 0.0027, 0.0010, 0.0013, 0.0003, 0.0001, 0.0010, 0.0003, 0.0001, 0.0001, 0.0000, 0.0000, 0.0001, 0.0000, 0.0003, 0.0004, 0.0000, 0.0000, 0.0003, 0.0000, 0.0000, 0.0003, 0.1530, 0.0388, 0.0540, 0.1436, 0.0108, 0.0400, 0.0361, 0.0034, 0.0006, 0.0092, 0.0089, 0.0012, 0.0114, 0.0084, 0.0008, 0.0034, -0.0004, 0.0026, 0.0009, 0.0069, 0.0070, 0.3634]
}

***

Max |F| values, unit hartree/bohr, following the record order: 0.0247, 0.0448.
E values, unit eV, following the record order: -199631.2997, -58445.7348.